1.
Entry from the Open Molecules 2025 dataset: C4H6FNS in the gas phase in a non-equilibrium geometry (the ωB97M-V functional and the def2-TZVPD basis).

The geometry in XYZ format:
```
13
Properties=species:S:1:pos:R:3
C -0.9741 1.3163 -0.8511
C 0.1173 0.4176 -0.4097
C 0.4503 -1.4403 1.1218
C 0.0049 -2.2440 2.0771
H -0.8500 2.3690 -0.5061
H -1.1111 1.3380 -1.9454
H -1.3426 -0.5436 0.5275
H 1.4731 -1.2121 0.9089
H -1.0483 -2.2150 2.3193
H 0.6675 -2.9354 2.6403
N -0.3576 -0.5661 0.3817
F -2.1525 0.8516 -0.3507
S 1.6561 0.7000 -0.9430
```

Computed properties:
ΔE to the lowest compared entry with this formula, charge and spin	75.9	kJ/mol
total energy	-708.7930	Ha
gap between HOMO and LUMO	8.97	eV
SMILES	C=CNC(=S)CF
multiplicity	1
highest occupied orbital energy	-8.723	eV

Results of the Löwdin charge analysis, in e, for atoms 1 through 6: -0.235 -0.809 -0.192 0.024 0.138 0.131



2.
Entry from the Open Molecules 2025 dataset: C4H6FNS in the gas phase in a non-equilibrium geometry (the ωB97M-V functional and the def2-TZVPD basis).

The geometry in XYZ format:
```
13
Properties=species:S:1:pos:R:3
C -1.5598 -0.4653 0.3607
C -0.4312 0.0226 -0.4390
C 1.6736 -0.0148 -0.0732
C 0.6008 0.9959 0.2984
H -2.3318 0.2915 0.6068
H -1.9867 -1.2216 -0.3004
H -1.2378 -0.9815 1.3328
H -0.7109 0.6904 -1.3691
H 0.7789 -1.7169 -1.0296
H 0.4415 1.1961 1.3040
N 0.7208 -0.8590 -0.5030
F 0.7930 2.2209 -0.2881
S 3.2498 -0.1582 0.0996
```

Computed properties:
ΔE to the lowest compared entry with this formula, charge and spin	120.3	kJ/mol
total energy	-708.7761	Ha
gap between HOMO and LUMO	9.14	eV
SMILES	C[C@@H]1NC(=S)[C@H]1F
multiplicity	1
highest occupied orbital energy	-8.606	eV

Results of the Löwdin charge analysis, in e, for atoms 1 through 6: -0.076 -0.312 -0.854 -0.258 0.094 0.076



3.
Entry from the Open Molecules 2025 dataset: a 2-piece molecular cluster, C4H6FO4S overall in a non-equilibrium geometry (the ωB97M-V functional and the def2-TZVPD basis).

The geometry in XYZ format:
```
16
Properties=species:S:1:pos:R:3
C 1.0270 2.0751 -0.8598
C 1.5356 0.9446 -0.5109
C -0.0170 -1.3947 1.2647
C -0.0679 0.0121 0.6470
O -0.9804 -1.0361 -1.5978
O -1.7345 1.2974 -1.0865
O -2.4199 -0.5819 0.4103
O 0.5072 -2.3942 0.3496
F -0.1665 0.9052 1.7210
S -1.4560 -0.0419 -0.5474
H 1.5247 2.5560 -1.6496
H 0.0686 2.3697 -0.6258
H 2.4944 0.3950 -0.5905
H -1.0851 -1.5917 1.4024
H 0.5852 -1.4357 2.1742
H 0.1846 -2.0790 -0.5009
```

Computed properties:
ΔE to the lowest compared entry with this formula, charge and spin	329.7	kJ/mol
total energy	-954.9671	Ha
total charge	-1
gap between HOMO and LUMO	9.14	eV
multiplicity	1
highest occupied orbital energy	-5.214	eV

Results of the Löwdin charge analysis, in e, for atoms 1 through 6: -0.089 0.027 -0.224 -0.304 -0.380 -0.369



4.
Entry from the Open Molecules 2025 dataset: C4H6FeO2 as an isolated structure in a non-equilibrium geometry (the ωB97M-V functional and the def2-TZVPD basis).

The geometry in XYZ format:
```
13
Properties=species:S:1:pos:R:3
O 0.5476 -1.9209 1.1936
C -0.6520 -1.2094 1.2036
C -0.7998 -0.1505 0.1137
O -0.1958 1.1210 0.4276
C 0.7364 1.5672 -0.4794
C 1.1365 0.7016 -1.4463
Fe 1.6190 -1.3026 -0.1865
H -0.8010 -0.7081 2.1823
H -1.5083 -1.9044 1.0742
H -1.8716 0.0469 -0.0359
H 0.5523 2.6306 -0.6766
H 1.8018 1.1802 -2.1731
H -0.5652 -0.0515 -1.1971
```

Computed properties:
ΔE to the lowest compared entry with this formula, charge and spin	217.8	kJ/mol
total energy	-1569.9857	Ha
gap between HOMO and LUMO (spin up / spin down)	7.35 / 6.85	eV
multiplicity	5
highest occupied orbital energy (spin up / spin down)	-8.147 / -8.191	eV

Results of the Löwdin charge analysis, in e, for atoms 1 through 6: -0.378 -0.335 -0.272 -0.174 -0.308 -0.173



> Which of these has the highest multiplicity?

C4H6FeO2



> Among the records above, which one has the lowest total energy?

C4H6FeO2